The following is a DFT calculation (ωB97M-V/def2-TZVPD) of a structure of composition C41H75HfNO14 in a non-equilibrium geometry.

The value obtained for the highest occupied orbital energy is -11.9380 eV. The net charge is +2. The calculation puts the LUMO energy at -10.60 eV.

Last column: Mulliken charge in e.
Positions of all 132 atoms, in Å:
Hf1 -3.52 2.53 3.41  1.35
N1 0.29 5.60 3.98  1.07
O1 1.39 5.56 3.52  -0.48
O2 -0.52 4.71 3.72  -0.51
O3 -0.08 6.46 4.75  -0.50
C1 0.16 0.23 -1.15  -1.28
C2 0.24 0.46 0.37  0.78
C3 1.47 1.31 0.70  -1.22
O4 -0.91 0.99 1.01  -0.40
H1 1.06 -0.27 -1.50  0.39
H2 0.05 1.21 -1.61  0.30
H3 -0.67 -0.40 -1.50  0.37
H4 0.47 -0.45 0.92  0.11
H5 1.60 1.16 1.77  0.35
H6 1.48 2.38 0.54  0.35
H7 2.30 0.81 0.20  0.37
C4 -5.93 0.65 0.40  -0.78
O5 -5.23 0.37 1.67  -0.27
C5 -5.56 -1.04 1.89  -0.41
C6 -4.63 -1.70 2.94  -0.76
O6 -4.42 -0.64 3.92  -0.18
C7 -5.00 -0.98 5.23  -0.85
H8 -5.27 1.32 -0.15  0.26
H9 -6.86 1.15 0.69  0.31
H10 -6.28 -0.14 -0.26  0.35
H11 -5.41 -1.65 1.01  0.43
H12 -6.58 -1.24 2.22  0.35
H13 -3.69 -2.05 2.52  0.35
H14 -5.06 -2.57 3.42  0.41
H15 -4.38 -1.77 5.64  0.39
H16 -6.02 -1.37 5.26  0.38
H17 -4.94 -0.15 5.94  0.19
C8 -3.32 5.68 -5.45  -0.67
O7 -2.13 5.15 -5.93  -0.37
C9 -2.41 4.06 -6.82  -0.53
C10 -2.72 2.81 -5.97  -0.43
O8 -3.88 2.96 -5.22  -0.30
C11 -5.13 2.88 -5.96  -0.70
H18 -4.14 5.80 -6.17  0.29
H19 -3.15 6.70 -5.09  0.30
H20 -3.78 5.09 -4.66  0.25
H21 -1.58 3.85 -7.48  0.39
H22 -3.19 4.29 -7.54  0.33
H23 -1.82 2.67 -5.37  0.27
H24 -2.68 1.93 -6.61  0.36
H25 -5.20 3.68 -6.70  0.29
H26 -5.84 3.16 -5.18  0.25
H27 -5.34 1.92 -6.44  0.29
C12 7.46 -3.63 2.74  -0.71
O9 6.97 -3.29 1.42  -0.28
C13 6.90 -1.88 1.30  -0.60
C14 6.71 -1.44 -0.24  -0.44
O10 7.68 -1.98 -1.07  -0.33
C15 7.29 -1.79 -2.44  -0.76
H28 7.88 -4.63 2.82  0.28
H29 6.61 -3.41 3.39  0.24
H30 8.36 -3.10 3.02  0.32
H31 7.75 -1.30 1.64  0.36
H32 6.06 -1.47 1.87  0.35
H33 6.66 -0.36 -0.28  0.36
H34 5.72 -1.84 -0.47  0.30
H35 7.98 -2.28 -3.12  0.29
H36 7.49 -0.73 -2.57  0.32
H37 6.24 -1.87 -2.73  0.30
C16 6.01 4.75 -2.17  -0.72
O11 4.61 5.21 -1.97  -0.27
C17 3.64 4.32 -2.55  -0.38
C18 2.33 4.93 -2.41  -0.25
O12 2.18 5.83 -1.29  -0.27
C19 0.83 6.13 -1.12  -0.67
H38 6.45 4.69 -3.17  0.32
H39 6.06 3.73 -1.78  0.24
H40 6.75 5.31 -1.60  0.27
H41 3.67 3.36 -2.04  0.19
H42 3.85 4.12 -3.60  0.33
H43 1.64 4.08 -2.39  0.19
H44 2.06 5.51 -3.30  0.35
H45 0.27 6.59 -1.93  0.32
H46 0.77 6.82 -0.28  0.28
H47 0.29 5.22 -0.86  0.21
C20 -0.84 0.58 5.59  -0.84
O13 -1.77 1.65 5.76  0.09
C21 -1.52 2.54 6.94  -0.70
C22 -2.69 3.44 7.33  -0.58
O14 -3.18 4.07 6.09  -0.16
C23 -4.17 5.06 6.40  -0.74
H48 -0.85 -0.02 4.68  0.30
H49 -1.14 -0.17 6.31  0.32
H50 0.16 0.94 5.85  0.33
H51 -0.64 3.10 6.62  0.37
H52 -1.09 2.06 7.82  0.45
H53 -2.48 4.12 8.16  0.45
H54 -3.47 2.79 7.71  0.33
H55 -4.56 5.35 5.43  0.24
H56 -3.74 5.92 6.93  0.29
H57 -4.97 4.59 6.97  0.35
C24 -3.56 -4.49 -3.41  -0.48
C25 -4.87 -4.64 -2.97  -0.16
C26 -6.00 -3.93 -3.44  -0.50
C27 -5.81 -3.08 -4.47  -0.39
C28 -4.52 -2.78 -4.91  -0.38
C29 -3.35 -3.47 -4.38  -0.41
H58 -2.78 -5.10 -2.97  0.42
H59 -5.13 -5.39 -2.24  0.33
H60 -6.92 -4.28 -2.99  0.42
H61 -6.56 -2.45 -4.93  0.35
H62 -4.40 -1.99 -5.65  0.41
H63 -2.32 -3.20 -4.57  0.40
C30 3.71 -6.13 -2.45  -0.25
C31 2.82 -5.43 -3.23  -0.39
C32 2.98 -5.38 -4.59  -0.32
C33 4.03 -6.10 -5.21  -0.32
C34 4.86 -6.96 -4.40  -0.34
C35 4.71 -6.97 -3.03  -0.45
H64 3.71 -6.09 -1.37  0.40
H65 2.12 -4.80 -2.71  0.35
H66 2.43 -4.67 -5.20  0.35
H67 4.21 -6.10 -6.27  0.38
H68 5.62 -7.48 -4.96  0.36
H69 5.45 -7.52 -2.46  0.37
C36 1.12 -4.43 2.87  -0.57
C37 2.17 -3.79 3.42  -0.17
C38 2.56 -4.02 4.71  -0.38
C39 1.86 -4.83 5.55  -0.36
C40 0.84 -5.59 5.03  -0.49
C41 0.54 -5.43 3.66  -0.38
H70 0.78 -4.31 1.86  0.47
H71 2.73 -3.02 2.91  0.41
H72 3.40 -3.53 5.18  0.36
H73 2.01 -4.96 6.61  0.40
H74 0.27 -6.32 5.59  0.39
H75 -0.18 -6.01 3.10  0.33